1.
The following is a DFT calculation (ωB97M-V/def2-TZVPD) of a molecular structure, C8H17ClI2O2PRh at a distorted geometry.

Its orbital gap (alpha / beta) is 8.9 / 3.6 eV. The calculation puts the largest force on an atom at 6.95 eV/Å. Its expectation value of S² is 6.013. For the total energy, the calculation gives -53667.14818 eV. Its LUMO energy (alpha / beta) is -0.2613 / -0.4438 Ha.

```
! wB97M-V def2-TZVPD RIJCOSX def2/J DEFGRID3
* xyz 2 5
I -3.691 1.816 3.002
I -2.947 3.204 -1.744
Rh -0.442 0.190 -0.028
P -1.478 -1.684 -0.722
C -3.168 -1.731 -0.809
C -0.799 -2.036 -2.446
H 0.193 -3.187 0.393
H -1.338 -4.055 -0.092
H -1.340 -2.936 1.346
C -0.914 -3.124 0.338
H 0.312 -2.064 -2.437
H -1.224 -3.005 -2.784
H -3.498 -2.674 -1.206
H -3.546 -0.956 -1.443
H -1.168 -1.196 -3.075
H -3.604 -1.616 0.161
C -2.123 0.621 0.253
O -3.266 0.896 0.557
Cl 1.459 -0.892 -0.257
C 3.151 2.056 1.754
C 3.396 2.048 0.237
C 1.942 2.090 -0.402
O 0.997 1.633 0.659
C 1.798 1.384 1.888
H 3.934 1.533 2.260
H 3.027 3.111 2.086
H 3.882 1.115 -0.029
H 3.938 2.861 -0.209
H 1.579 3.152 -0.637
H 1.862 1.424 -1.332
H 1.894 0.261 1.970
H 1.183 1.761 2.745
*
```

2.
The following is a DFT calculation (ωB97M-V/def2-TZVPD) of CN2O3 in the gas phase at a distorted geometry.

Its orbital gap is 11.5 eV. The structure (SMILES) is O=c1onno1. The calculation puts the largest force on an atom at 4.42 eV/Å. For the total energy, the calculation gives -10156.06274 eV. The energy relative to the best compared isomer or geometry (same formula, charge and spin) is 247.2 kJ/mol. Its LUMO energy is -0.0129 Ha.

```
! wB97M-V def2-TZVPD RIJCOSX def2/J DEFGRID3
* xyz 0 1
O -1.944 -0.129 0.024
C -0.815 0.096 0.001
O -0.021 1.139 0.008
N 1.315 0.616 -0.059
N 1.358 -0.639 0.104
O 0.107 -1.083 -0.077
*
```

3.
The following is a DFT calculation (ωB97M-V/def2-TZVPD) of a molecular structure, C22H41IrNPS4Sb.

Its orbital gap (alpha / beta) is 7.0 / 5.8 eV. The calculation puts the largest force on an atom at 0.46 eV/Å. Its expectation value of S² is 8.791. For the total energy, the calculation gives -86974.08954 eV. The energy relative to the best compared isomer or geometry (same formula, charge and spin) is 35.9 kJ/mol. Its LUMO energy (alpha / beta) is 0.0073 / -0.0532 Ha.

```
! wB97M-V def2-TZVPD RIJCOSX def2/J DEFGRID3
* xyz 0 6
Ir -1.295 0.473 -0.266
C -6.380 2.050 -0.083
C -4.999 1.654 -0.615
C -4.534 2.666 -1.655
C -4.015 1.442 0.517
C -2.771 2.103 0.567
C -1.837 1.803 1.594
C -2.171 0.892 2.622
C -1.183 0.571 3.705
C -3.412 0.289 2.574
C -4.305 0.539 1.533
H -7.084 2.147 -0.909
H -6.327 3.012 0.434
H -6.782 1.314 0.612
H -5.090 0.680 -1.112
H -4.479 3.673 -1.230
H -5.248 2.696 -2.478
H -3.563 2.402 -2.071
H -2.574 2.931 -0.102
H -0.958 2.429 1.706
H -0.613 -0.324 3.443
H -1.685 0.376 4.651
H -0.472 1.385 3.851
H -3.687 -0.421 3.345
H -5.242 -0.002 1.507
S -4.768 -3.379 -2.932
Sb -3.070 -4.088 -1.553
S -2.358 -0.348 -2.190
S -2.669 -1.548 -0.547
S -4.826 -4.461 -0.117
C 4.183 0.177 -2.122
C 2.809 0.664 -1.649
C 2.943 2.097 -1.112
C 1.850 0.753 -2.850
P 2.023 -0.409 -0.318
N 0.489 -0.060 -0.248
C 2.820 -0.070 1.352
C 4.351 -0.013 1.329
C 2.254 1.248 1.907
C 2.378 -1.158 2.341
C 2.143 -2.230 -0.767
C 1.726 -2.393 -2.238
C 1.097 -3.017 0.044
C 3.531 -2.846 -0.569
H 4.575 0.904 -2.838
H 4.129 -0.782 -2.634
H 4.905 0.094 -1.311
H 3.246 2.738 -1.943
H 3.702 2.192 -0.338
H 1.992 2.471 -0.732
H 2.194 1.570 -3.490
H 0.831 0.972 -2.534
H 1.835 -0.147 -3.455
H 4.728 0.839 0.766
H 4.799 -0.919 0.922
H 4.707 0.096 2.357
H 2.605 2.128 1.379
H 2.573 1.339 2.948
H 1.165 1.236 1.882
H 2.846 -2.120 2.148
H 1.295 -1.282 2.336
H 2.679 -0.846 3.343
H 0.764 -1.919 -2.437
H 1.618 -3.462 -2.435
H 2.470 -2.011 -2.934
H 0.110 -2.562 -0.034
H 1.354 -3.122 1.094
H 1.039 -4.022 -0.380
H 4.309 -2.322 -1.124
H 3.502 -3.874 -0.937
H 3.825 -2.888 0.478
*
```

4.
The following is a DFT calculation (ωB97M-V/def2-TZVPD) of a molecular structure, C24H21BBrCrN9O2S.

Its orbital gap (alpha / beta) is 4.7 / 6.4 eV. The calculation puts the largest force on an atom at 0.21 eV/Å. Its expectation value of S² is 2.081. For the total energy, the calculation gives -152700.06692 eV. The energy relative to the best compared isomer or geometry (same formula, charge and spin) is 0.0 kJ/mol. Its LUMO energy (alpha / beta) is -0.3328 / -0.2714 Ha.

```
! wB97M-V def2-TZVPD RIJCOSX def2/J DEFGRID3
* xyz 2 3
Cr -0.618 -0.439 0.454
C -1.046 3.111 2.706
C -1.588 1.999 2.079
N -0.636 1.358 1.389
N 0.519 2.045 1.561
C 0.293 3.095 2.364
B 1.833 1.437 1.023
N 1.586 1.127 -0.495
C 2.241 1.532 -1.583
C 1.577 1.058 -2.711
C 0.494 0.355 -2.222
N 0.521 0.389 -0.877
N 1.968 0.047 1.720
C 2.867 -0.479 2.548
C 2.458 -1.765 2.907
C 1.279 -1.969 2.236
N 0.964 -0.859 1.514
N 2.993 2.351 1.180
C 3.062 3.663 0.802
C 4.351 4.079 0.978
C 5.024 2.939 1.466
N 4.215 1.906 1.578
H -1.554 3.825 3.328
H -2.599 1.630 2.099
H 1.096 3.756 2.646
H 3.131 2.135 -1.493
H 1.843 1.223 -3.740
H -0.302 -0.155 -2.738
H 3.744 0.092 2.807
H 2.962 -2.445 3.570
H 0.627 -2.824 2.228
H 2.197 4.193 0.435
H 4.757 5.057 0.789
H 6.062 2.838 1.740
Br -6.829 0.628 -3.474
C -6.171 0.128 -1.786
C -7.057 -0.212 -0.768
C -6.581 -0.581 0.484
C -5.221 -0.613 0.729
C -4.343 -0.272 -0.301
C -4.809 0.101 -1.565
C -2.919 -0.299 -0.071
O -2.398 -0.579 1.093
O -2.026 -0.054 -0.936
H -8.121 -0.185 -0.958
H -7.281 -0.843 1.265
H -4.838 -0.901 1.698
H -4.115 0.369 -2.349
S -0.833 -2.741 -0.138
C 0.466 -3.124 -1.233
N 0.160 -4.009 -2.210
C 1.044 -4.488 -3.109
C 2.342 -4.060 -3.077
C 2.708 -3.139 -2.094
C 1.783 -2.676 -1.179
H -0.800 -4.337 -2.247
H 0.661 -5.203 -3.823
H 3.054 -4.440 -3.794
H 3.732 -2.793 -2.039
H 2.070 -1.982 -0.402
*
```

5.
The following is a DFT calculation (ωB97M-V/def2-TZVPD) of a molecular structure, C14H13N6O8P2SeTc.

Its orbital gap (alpha / beta) is 7.9 / 7.1 eV. The calculation puts the largest force on an atom at 0.69 eV/Å. Its expectation value of S² is 3.776. For the total energy, the calculation gives -126172.91556 eV. The energy relative to the best compared isomer or geometry (same formula, charge and spin) is 9.1 kJ/mol. Its LUMO energy (alpha / beta) is -0.1711 / -0.2050 Ha.

```
! wB97M-V def2-TZVPD RIJCOSX def2/J DEFGRID3
* xyz 1 4
Tc -0.080 -0.005 -1.143
O -1.871 1.159 -0.618
C -2.168 0.938 0.775
C -2.024 -0.532 1.069
C -2.846 -1.230 1.929
C -2.643 -2.592 2.091
C -1.633 -3.219 1.378
C -0.850 -2.464 0.530
N -1.033 -1.143 0.393
H -2.662 0.770 -1.135
H -3.171 1.303 0.986
H -1.451 1.521 1.354
H -3.643 -0.716 2.447
H -3.282 -3.162 2.752
H -1.458 -4.282 1.462
H -0.061 -2.902 -0.065
O -2.831 -1.273 -4.287
P -2.396 -0.479 -3.020
O -3.465 -0.285 -2.021
O -1.091 -1.111 -2.451
O -1.942 0.993 -3.498
P -0.490 1.570 -3.868
O -0.072 0.566 -5.028
O -0.475 2.985 -4.190
O 0.392 1.185 -2.623
H -2.140 -1.394 -4.954
H 0.454 0.985 -5.721
Se 1.029 3.133 -0.636
N 0.889 1.447 0.020
C 1.492 1.395 1.209
C 1.631 0.251 2.038
C 2.323 0.385 3.202
C 2.894 1.628 3.616
C 2.775 2.742 2.855
C 2.069 2.650 1.618
N 1.916 3.653 0.771
H 1.217 -0.701 1.734
H 2.461 -0.480 3.838
H 3.436 1.662 4.550
H 3.204 3.693 3.138
N 1.488 -1.087 -1.031
C 2.572 -1.489 -0.734
N 3.663 -1.979 -0.508
C 4.543 -2.014 0.468
N 5.328 -2.073 1.309
*
```

6.
The following is a DFT calculation (ωB97M-V/def2-TZVPD) of C6H9N in the gas phase at a distorted geometry.

Its orbital gap (alpha / beta) is 9.0 / 8.5 eV. The calculation puts the largest force on an atom at 1.69 eV/Å. For the total energy, the calculation gives -7852.19217 eV. The energy relative to the best compared isomer or geometry (same formula, charge and spin) is 575.8 kJ/mol. Its LUMO energy (alpha / beta) is 0.0103 / 0.0118 Ha.

```
! wB97M-V def2-TZVPD RIJCOSX def2/J DEFGRID3
* xyz 0 1
C 1.147 1.586 -0.041
C 0.603 0.656 -1.024
N 1.723 -0.232 -0.909
C 1.032 -1.139 0.004
C -0.205 -0.263 -0.053
C -1.210 0.025 1.016
C -1.618 -0.638 -0.272
H 0.429 1.973 0.692
H 2.187 1.701 0.196
H 0.171 0.978 -1.982
H 1.588 -1.252 0.942
H 0.841 -2.147 -0.398
H -1.528 1.049 1.203
H -1.156 -0.588 1.915
H -1.864 -1.692 -0.291
H -2.139 -0.016 -0.994
*
```

7.
The following is a DFT calculation (ωB97M-V/def2-TZVPD) of C6H13P in the gas phase at a distorted geometry.

Its orbital gap is 7.8 eV. The structure (SMILES) is C/C=P(\C)=C/CC. The calculation puts the largest force on an atom at 4.35 eV/Å. For the total energy, the calculation gives -15715.88836 eV. The energy relative to the best compared isomer or geometry (same formula, charge and spin) is 492.4 kJ/mol. Its LUMO energy is -0.0007 Ha.

```
! wB97M-V def2-TZVPD RIJCOSX def2/J DEFGRID3
* xyz 0 1
C 3.267 -0.699 -0.133
C 1.859 -0.964 -0.056
P 0.476 0.027 0.064
C 1.335 1.690 0.305
C -1.497 0.940 -0.400
C -2.501 -0.087 -0.756
C -3.049 -0.825 0.464
H 3.338 0.378 0.002
H 3.840 -0.989 -1.110
H 3.807 -1.202 0.653
H 1.487 -1.985 -0.016
H 2.234 1.487 0.907
H 0.727 2.484 0.670
H 1.597 1.723 -0.782
H -1.765 1.187 0.627
H -3.276 0.538 -1.153
H -2.273 -0.840 -1.654
H -2.319 -0.970 1.156
H -3.571 -1.802 0.368
H -3.715 -0.092 0.843
*
```

8.
The following is a DFT calculation (ωB97M-V/def2-TZVPD) of 2 unconnected molecules or ions with the total composition C21H16F9N2O6S at a distorted geometry.

Its orbital gap is 7.5 eV. The calculation puts the largest force on an atom at 5.00 eV/Å. For the total energy, the calculation gives -72585.24658 eV. Its LUMO energy is -0.1444 Ha.

```
! wB97M-V def2-TZVPD RIJCOSX def2/J DEFGRID3
* xyz 1 1
O 0.503 -3.378 2.108
S 0.607 -4.174 0.930
O 0.473 -5.549 1.278
N -0.614 -3.827 -0.230
C -0.438 -3.898 -1.548
N -1.542 -3.540 -2.182
C -2.480 -3.263 -1.197
C -1.948 -3.413 0.049
C -2.578 -3.185 1.405
C -3.700 -2.081 1.361
C -3.085 -0.836 0.682
C -3.715 -0.344 -0.470
C -3.223 0.764 -1.177
C -2.057 1.391 -0.707
C -1.434 0.898 0.438
C -1.922 -0.202 1.149
C 2.321 -3.986 0.219
F 3.165 -4.394 1.152
F 2.396 -4.890 -0.791
C 2.648 -2.556 -0.377
F 1.519 -1.834 -0.573
F 3.138 -2.784 -1.625
C 3.757 -1.746 0.370
F 3.932 -0.617 -0.363
F 4.943 -2.369 0.384
C 3.400 -1.270 1.823
F 4.127 -0.158 2.048
F 3.738 -2.146 2.770
F 2.112 -0.931 1.971
H 0.465 -4.162 -2.102
H -1.731 -3.461 -3.174
H -3.519 -2.960 -1.312
H -2.931 -4.121 1.873
H -1.806 -2.792 2.091
H -4.473 -2.466 0.671
H -4.095 -1.861 2.360
H -4.625 -0.805 -0.882
H -3.702 1.125 -2.093
H -1.649 2.251 -1.270
H -0.510 1.372 0.794
H -1.432 -0.608 2.039
C 2.554 5.610 -0.574
C 1.717 4.805 -1.236
C 0.243 5.067 -1.278
O -0.471 4.308 -1.913
C -0.272 6.217 -0.553
C 0.563 7.025 0.115
C 2.043 6.779 0.136
O 2.758 7.551 0.740
O 0.128 8.086 0.792
O 2.148 3.723 -1.897
H 3.620 5.433 -0.538
H -1.340 6.385 -0.577
H 0.923 8.499 1.179
H 1.350 3.320 -2.288
*
```

> Which of these has the lowest total energy?

C24H21BBrCrN9O2S